i.
12
Properties=species:S:1:pos:R:3 method="wB97M-V/def2-TZVPD" charge=0 orbital_gap_ev="7.565 / 8.868" e_lumo_ev="-0.75 / 0.30" homo_energy_ev="-8.319 / -8.570"
C -2.48 -0.28 0.01
C 0.87 -0.55 0.43
C 1.36 0.01 -0.88
C -0.16 0.56 0.80
C -1.46 0.50 0.22
N -3.51 -0.82 -0.08
O -0.51 1.09 -0.51
H 0.42 -1.60 0.27
H 1.76 -0.58 1.01
H 1.39 -0.46 -1.87
H 2.13 0.80 -0.89
H 0.18 1.34 1.47

ii.
12
Properties=species:S:1:pos:R:3 method="wB97M-V/def2-TZVPD" charge=0 orbital_gap_ev=10.805 e_lumo_ev=0.46 homo_energy_ev=-10.346
N 2.84 1.55 0.19
C 2.22 0.59 -0.02
C 1.47 -0.57 -0.40
C 0.15 -0.54 -0.61
C -0.79 0.54 -0.18
C -1.73 -0.14 0.81
O -1.48 -1.21 1.31
H 2.03 -1.49 -0.54
H -0.32 -1.44 -1.00
H -1.37 0.99 -1.00
H -0.27 1.36 0.33
H -2.68 0.39 1.06

What should be chosen as the most stable of them? Choose ii.

i.
10
Properties=species:S:1:pos:R:3 method="wB97M-V/def2-TZVPD" charge=0 orbital_gap_ev=9.543 e_lumo_ev=0.42 smiles="C=COP(O)Cl" homo_energy_ev=-9.124
C 0.92 1.04 0.55
C -0.19 0.36 0.27
O -0.01 -0.60 -0.72
P -0.86 -2.05 -0.85
O -2.36 -1.54 -1.17
Cl 0.03 -2.24 -2.64
H 1.00 1.87 1.24
H 1.93 0.64 0.12
H -1.21 0.63 0.37
H -3.19 -2.04 -0.76

ii.
10
Properties=species:S:1:pos:R:3 method="wB97M-V/def2-TZVPD" charge=0 orbital_gap_ev="5.570 / 8.219" e_lumo_ev="-2.35 / -0.62" homo_energy_ev="-7.919 / -8.841"
C 0.81 0.43 1.36
C -0.20 0.10 0.65
O -1.02 -1.07 -2.92
O 0.42 0.55 -1.69
P -0.46 0.48 -2.88
Cl -2.22 1.46 -2.35
H 0.81 0.33 2.44
H 1.72 0.84 0.94
H -1.15 -0.28 0.41
H -1.51 -1.30 -3.71

What should be chosen as the most stable of them? Choose i.

i.
8
Properties=species:S:1:pos:R:3 method="wB97M-V/def2-TZVPD" charge=0 orbital_gap_ev=10.659 e_lumo_ev=0.94 homo_energy_ev=-9.722
H -1.27 0.60 1.99
N -1.10 -0.15 1.34
C -0.63 0.06 0.21
C 0.23 0.54 -0.82
N 1.25 -0.48 -0.60
N -0.13 -0.90 -0.76
H 0.00 1.09 -1.71
H 1.65 -0.75 0.35

ii.
8
Properties=species:S:1:pos:R:3 method="wB97M-V/def2-TZVPD" charge=0 orbital_gap_ev=8.545 e_lumo_ev=-0.96 smiles="[H]/N=C(/N)C#N" homo_energy_ev=-9.509
H 1.17 0.38 -1.54
N 0.47 -0.51 -1.40
C 0.20 -0.14 -0.02
N -0.99 -0.69 0.38
C 0.49 1.03 0.76
N 1.24 2.17 0.69
H -1.37 -0.71 1.29
H -1.21 -1.54 -0.16

iii.
8
Properties=species:S:1:pos:R:3 method="wB97M-V/def2-TZVPD" charge=0 orbital_gap_ev=10.848 e_lumo_ev=0.87 smiles=c1c[nH]nn1 homo_energy_ev=-9.982
C 1.07 -0.09 -0.16
C 0.01 0.77 -0.06
N -1.04 -0.05 0.16
N -0.67 -1.33 0.19
N 0.61 -1.36 0.00
H 2.12 0.13 -0.32
H -0.08 1.84 -0.15
H -2.01 0.18 0.34

iv.
8
Properties=species:S:1:pos:R:3 method="wB97M-V/def2-TZVPD" charge=0 orbital_gap_ev=11.692 e_lumo_ev=0.70 smiles="N=C=N.C#N" homo_energy_ev=-10.995
N -0.09 1.36 -0.32
C -0.97 0.55 -0.02
N -1.71 -0.33 0.38
H -0.33 2.34 -0.25
H -2.37 -0.75 -0.26
C 1.84 -1.03 -0.09
N 1.76 -2.15 0.18
H 1.86 0.01 -0.34

What should be chosen as the most stable of them? Choose iii.

i.
20
Properties=species:S:1:pos:R:3 method="wB97M-V/def2-TZVPD" charge=0 orbital_gap_ev=9.879 e_lumo_ev=0.55 smiles=CCNCO.O.O homo_energy_ev=-9.327
C 2.26 0.68 -1.56
C 2.57 -0.38 -0.51
N 1.82 -0.22 0.72
C 0.39 -0.30 0.52
O -0.25 -0.34 1.78
H 2.71 0.40 -2.52
H 2.73 1.62 -1.33
H 1.21 0.78 -1.78
H 2.46 -1.37 -0.96
H 3.65 -0.34 -0.31
H 2.03 -1.04 1.27
H 0.13 -1.22 -0.03
H -0.03 0.50 -0.09
H 0.37 0.09 2.38
O -1.31 2.47 0.52
H -1.78 3.22 0.91
H -1.75 1.69 0.87
O -6.07 -1.93 0.16
H -5.93 -2.82 -0.18
H -5.21 -1.50 0.13

ii.
20
Properties=species:S:1:pos:R:3 method="wB97M-V/def2-TZVPD" charge=0 orbital_gap_ev=10.141 e_lumo_ev=0.57 smiles=CNCCO.O.O homo_energy_ev=-9.567
C -0.32 0.19 -0.50
N 0.53 -0.77 0.33
C -0.23 -2.17 0.37
C -0.27 -2.81 1.73
O -1.30 -2.14 2.55
H 0.19 1.13 -0.66
H -1.31 0.36 -0.13
H -0.37 -0.25 -1.62
H 0.53 -0.41 1.24
H -1.18 -2.00 -0.07
H 0.54 -2.68 -0.21
H -0.60 -3.86 1.67
H 0.61 -2.64 2.32
H -2.12 -2.39 2.16
O 2.84 0.34 -1.74
H 2.64 -0.47 -2.04
H 2.17 0.68 -1.16
O -0.65 7.00 -1.39
H -0.56 6.29 -2.14
H -1.13 6.61 -0.75

iii.
20
Properties=species:S:1:pos:R:3 method="wB97M-V/def2-TZVPD" charge=0 orbital_gap_ev=9.795 e_lumo_ev=0.64 smiles=CCNCO.O.O homo_energy_ev=-9.154
C 1.40 -0.94 1.94
C 0.88 -1.24 0.54
N 1.31 -0.20 -0.41
C 0.63 0.79 -1.17
O 0.68 2.12 -0.59
H 1.92 -1.77 2.43
H 2.11 -0.12 1.95
H 0.59 -0.74 2.65
H -0.21 -1.17 0.54
H 1.13 -2.25 0.20
H 2.31 -0.20 -0.57
H 0.98 0.69 -2.19
H -0.43 0.55 -1.23
H 1.62 2.25 -0.52
O -1.29 0.85 1.27
H -0.41 1.07 0.93
H -1.88 1.43 0.78
O -3.04 -1.40 -1.56
H -2.24 -1.93 -1.67
H -2.69 -0.58 -1.21

iv.
20
Properties=species:S:1:pos:R:3 method="wB97M-V/def2-TZVPD" charge=0 orbital_gap_ev=8.112 e_lumo_ev=-1.44 homo_energy_ev=-9.553
C 0.69 -0.23 1.58
C -0.19 -0.72 0.46
C 0.52 -1.17 -0.81
O -0.39 -1.62 -1.78
N -0.21 0.10 2.74
H 1.15 0.72 1.28
H 1.47 -1.00 1.74
H -0.95 0.02 0.20
H -0.69 -1.62 0.84
H 1.26 -1.97 -0.61
H 1.08 -0.31 -1.21
H -0.71 -0.75 -2.11
H -0.54 -0.67 3.30
H 0.39 0.58 3.40
H -0.42 1.40 -1.19
H -1.18 1.48 -2.56
O -1.23 1.06 -1.69
H -0.30 1.48 0.98
H 0.94 2.76 -0.43
O 0.86 1.80 -0.28

What should be chosen as the most stable of them? Choose i.

i.
20
Properties=species:S:1:pos:R:3 method="wB97M-V/def2-TZVPD" charge=0 orbital_gap_ev=10.384 e_lumo_ev=0.77 smiles="C=NCC.O.O.O" homo_energy_ev=-9.613
C 2.13 -0.38 -0.89
N 1.07 0.28 -1.02
C -0.08 -0.21 -1.72
C -0.86 0.92 -2.39
H 2.18 -1.39 -1.31
H 3.05 0.15 -0.65
H -0.67 -0.64 -0.89
H 0.03 -1.01 -2.46
H -1.75 0.49 -2.86
H -0.22 1.39 -3.14
H -1.17 1.64 -1.64
O 0.12 -1.81 1.27
H -0.72 -1.40 1.49
H 0.42 -2.18 2.11
O 0.04 1.61 1.35
H 0.52 0.96 0.81
H 0.66 1.87 2.01
O -1.78 -0.26 2.31
H -1.09 0.36 2.06
H -2.56 0.22 2.04

ii.
20
Properties=species:S:1:pos:R:3 method="wB97M-V/def2-TZVPD" charge=0 orbital_gap_ev=7.833 e_lumo_ev=0.41 smiles="C/C=C/N.O.O.O" homo_energy_ev=-7.420
C 0.64 2.46 1.45
C 0.26 1.25 0.64
C -0.95 1.17 0.05
N -1.33 0.16 -0.84
H 1.21 3.03 0.70
H -0.26 3.04 1.66
H 1.25 2.32 2.34
H 1.03 0.54 0.38
H -1.70 1.91 0.30
H -2.07 0.43 -1.46
H -0.63 -0.42 -1.28
O 1.14 -0.09 -2.41
H 1.44 -0.22 -1.50
H 1.41 -0.94 -2.77
O -1.12 -2.18 1.44
H -1.13 -3.15 1.35
H -1.86 -1.97 0.85
O 1.11 -1.61 -0.08
H 0.24 -1.83 0.32
H 1.70 -2.23 0.37

What should be chosen as the most stable of them? Choose ii.

i.
20
Properties=species:S:1:pos:R:3 method="wB97M-V/def2-TZVPD" charge=0 orbital_gap_ev=10.067 e_lumo_ev=0.78 smiles=NCCCO.O.O homo_energy_ev=-9.285
N 1.71 -1.56 0.16
C 0.63 -1.27 -0.76
C 0.39 0.26 -0.89
C -0.92 0.34 -1.47
O -1.21 1.66 -1.97
H 2.53 -1.30 -0.29
H 1.68 -0.96 0.99
H -0.32 -1.68 -0.48
H 0.92 -1.57 -1.80
H 0.28 0.64 0.12
H 1.26 0.74 -1.48
H -1.11 -0.31 -2.44
H -1.75 0.02 -0.69
H -0.49 2.20 -1.71
O -0.87 4.26 0.14
H -0.52 4.95 -0.42
H -1.20 3.73 -0.54
O -0.40 -3.01 4.44
H -1.02 -3.80 4.18
H 0.42 -3.33 4.92

ii.
20
Properties=species:S:1:pos:R:3 method="wB97M-V/def2-TZVPD" charge=0 orbital_gap_ev=9.609 e_lumo_ev=0.37 smiles="C=CCN.O.O.O" homo_energy_ev=-9.235
C -2.68 -0.48 1.14
C -2.17 -0.15 -0.08
C -0.97 -1.19 -0.67
N -0.57 -0.64 -1.99
H -3.44 0.11 1.52
H -2.39 -1.40 1.74
H -2.44 0.77 -0.52
H -0.12 -1.29 0.08
H -1.44 -2.20 -0.68
H -1.32 -0.80 -2.64
H -0.05 0.24 -1.98
O 2.97 2.11 1.01
H 2.21 1.49 1.13
H 3.53 1.98 0.14
O 2.80 0.06 -0.69
H 1.89 -0.17 -1.02
H 3.03 -0.63 -0.01
O 0.59 0.87 0.91
H 0.72 0.00 1.39
H -0.17 1.34 1.23

What should be chosen as the most stable of them? Choose i.

i.
24
Properties=species:S:1:pos:R:3 method="wB97M-V/def2-TZVPD" charge=+1 orbital_gap_ev=7.174 e_lumo_ev=-7.33 homo_energy_ev=-14.504
C 2.23 -1.04 0.26
C 1.06 0.01 0.33
C 0.76 0.33 -1.15
C -0.43 -0.45 -1.63
C -1.72 -0.03 -0.91
C -1.68 -0.44 0.53
C -1.93 0.38 1.60
N 1.56 1.19 1.00
H 2.37 -1.38 1.29
H 3.18 -0.61 -0.06
H 2.13 -1.90 -0.40
H 0.12 -0.51 0.59
H 0.52 1.40 -1.34
H 1.61 0.01 -1.75
H -0.57 -0.30 -2.70
H -0.37 -1.54 -1.55
H -1.91 1.06 -0.92
H -2.55 -0.44 -1.49
H -1.88 -1.51 0.54
H -1.84 0.21 2.67
H -2.15 1.45 1.51
H 1.62 1.05 2.02
H -0.49 1.62 0.62
H 0.37 1.45 0.94

ii.
24
Properties=species:S:1:pos:R:3 method="wB97M-V/def2-TZVPD" charge=+1 orbital_gap_ev=5.644 e_lumo_ev=-7.68 homo_energy_ev=-13.325
C 1.20 -1.52 -0.74
C -0.34 -1.62 -0.65
C -1.19 -0.53 -1.30
C -0.57 0.89 -0.87
C -0.22 0.97 0.52
C -0.57 1.85 1.41
C -0.21 1.71 2.87
N 1.72 -0.91 -1.99
H 1.56 -2.54 -0.65
H 1.46 -0.92 0.17
H -0.62 -1.54 0.42
H -0.60 -2.59 -1.09
H -1.04 -0.63 -2.39
H -2.27 -0.51 -1.17
H 0.15 1.05 -1.69
H -1.45 1.48 -1.11
H -0.36 -2.22 3.71
H -1.07 2.81 1.23
H 0.86 1.93 2.91
H -0.24 0.65 3.18
H -0.83 2.27 3.55
H 2.56 -1.42 -2.25
H -0.79 -2.13 3.10
H 2.02 0.05 -1.79

What should be chosen as the most stable of them? Choose ii.

i.
14
Properties=species:S:1:pos:R:3 method="wB97M-V/def2-TZVPD" charge=0 orbital_gap_ev=9.058 e_lumo_ev=0.58 smiles="C/C=C/N=C=N.Cl" homo_energy_ev=-8.475
C 1.06 1.97 -0.28
C -0.04 1.02 -0.21
C -0.35 0.22 -1.21
N -1.17 -0.83 -1.00
C -1.79 -1.16 -0.02
N -2.12 -1.95 0.84
H 1.16 2.62 0.67
H 1.02 2.64 -1.14
H 2.00 1.36 -0.16
H -0.32 0.70 0.77
H -0.15 0.41 -2.27
H -2.93 -2.08 1.33
Cl 2.06 -1.95 1.59
H 1.56 -2.97 1.09

ii.
14
Properties=species:S:1:pos:R:3 method="wB97M-V/def2-TZVPD" charge=0 orbital_gap_ev=9.245 e_lumo_ev=0.47 homo_energy_ev=-8.771
C -1.06 -0.19 -0.68
C -0.68 1.10 0.16
C -0.29 -1.32 0.17
C 0.81 0.96 0.44
N 1.03 -0.89 0.62
N 1.51 0.04 -0.36
Cl 3.33 0.10 -0.19
H -2.22 -0.36 -0.91
H -0.49 -0.23 -1.59
H -0.93 1.93 -0.50
H -1.25 1.33 1.17
H -0.90 -1.76 1.01
H -0.13 -2.15 -0.61
H 1.27 1.42 1.27

What should be chosen as the most stable of them? Choose i.